Entry 1:
The following is a quantum chemistry calculation of a cluster of 2 separate species, C5H16NSi in total in a non-equilibrium geometry, from the OMol25 dataset.

Output
* charge: +1
* highest occupied orbital energy: -14.0113 eV
* 2S+1: 1
* frontier orbital gap: 0.3676 hartree
* DFT total energy: -543.9120 a.u.
* strongest force on any atom: 0.0752 Eh/bohr
* ΔE to the lowest compared entry with this formula, charge and spin: 4.818 eV
* M: 118.28 g/mol
* E_LUMO: -4.009 eV

Each line ends with the Mulliken charge.
Positions of all 23 atoms, in Å:
C 0.606 -2.034 1.368  -1.10
C -1.848 1.041 -0.174  -1.03
C 0.293 1.825 0.926  -0.81
C 0.009 -1.615 0.005  -0.67
C 0.312 -0.205 -0.484  -0.17
N -0.529 0.708 0.423  0.02
Si 0.636 0.207 -2.332  0.36
H 0.188 -1.669 2.267  0.35
H 1.802 -1.768 1.292  0.21
H 0.541 -3.110 1.557  0.39
H -2.530 0.221 -0.429  0.30
H -2.296 1.607 0.587  0.48
H -1.935 1.786 -0.915  0.47
H -0.285 2.436 1.565  0.44
H 1.191 1.484 1.536  0.33
H 0.765 2.433 0.038  0.28
H -1.150 -1.656 0.106  0.20
H 0.293 -2.370 -0.653  0.47
H 2.118 -0.201 -0.054  0.23
H -0.823 0.114 1.267  0.44
H 1.404 1.477 -2.101  -0.07
H -0.380 0.092 -3.434  -0.06
H 1.618 -0.803 -2.360  -0.07



Entry 2:
The following is a quantum chemistry calculation of a cluster of 3 separate species, C5H16O2 in total in a non-equilibrium geometry, from the OMol25 dataset.

Output
* highest occupied orbital energy: -10.5294 eV
* structure (SMILES): CCCCC.O.O
* 2S+1: 1
* frontier orbital gap: 0.4059 hartree
* DFT total energy: -350.5253 a.u.
* strongest force on any atom: 0.0554 Eh/bohr
* ΔE to the lowest compared entry with this formula, charge and spin: 1.551 eV
* M: 108.18 g/mol
* E_LUMO: 0.516 eV

Each line ends with the Mulliken charge.
Positions of all 23 atoms, in Å:
C -1.135 0.785 -1.265  -1.04
C 0.299 0.267 -0.938  -0.59
C 0.291 -0.931 0.024  -0.56
C -0.560 -0.600 1.313  -0.26
C -0.035 -1.219 2.595  -1.27
H -1.843 -0.032 -1.181  0.25
H -1.062 1.251 -2.240  0.40
H -1.382 1.577 -0.562  0.26
H 1.158 0.933 -0.811  0.37
H 0.610 -0.067 -1.962  0.29
H -0.185 -1.766 -0.487  0.26
H 1.321 -1.001 0.413  0.35
H -0.713 0.447 1.481  0.32
H -1.512 -1.063 1.000  0.22
H 0.593 -0.455 3.086  0.31
H -0.797 -1.514 3.303  0.35
H 0.703 -2.041 2.510  0.32
O -2.362 -3.735 -4.251  -0.63
H -2.183 -3.783 -3.293  0.31
H -1.534 -3.253 -4.405  0.31
O 3.318 4.992 2.723  -0.65
H 2.856 4.977 1.875  0.32
H 3.382 5.826 3.185  0.32



Entry 3:
The following is a quantum chemistry calculation of a cluster of 3 separate species, C5H16O2 in total in a non-equilibrium geometry, from the OMol25 dataset.

Output
* highest occupied orbital energy: -10.9558 eV
* structure (SMILES): CCCCC.O.O
* 2S+1: 1
* frontier orbital gap: 0.4262 hartree
* DFT total energy: -350.5331 a.u.
* strongest force on any atom: 0.0555 Eh/bohr
* ΔE to the lowest compared entry with this formula, charge and spin: 1.339 eV
* M: 108.18 g/mol
* E_LUMO: 0.641 eV

Each line ends with the Mulliken charge.
Positions of all 23 atoms, in Å:
C 2.389 -0.110 0.744  -1.17
C 1.441 -1.262 0.288  -0.29
C 0.316 -0.670 -0.640  -0.65
C -0.646 0.398 0.062  -0.07
C -1.269 -0.203 1.361  -1.31
H 3.061 -0.464 1.529  0.39
H 1.863 0.644 1.361  0.28
H 3.049 0.328 -0.034  0.26
H 0.979 -1.655 1.216  0.19
H 1.893 -2.197 -0.156  0.37
H 0.739 -0.471 -1.615  0.45
H -0.380 -1.537 -0.924  0.24
H -0.054 1.346 0.172  0.23
H -1.353 0.853 -0.719  0.10
H -2.262 0.160 1.415  0.42
H -1.221 -1.316 1.333  0.28
H -0.562 0.141 2.193  0.30
O 1.033 2.153 -2.091  -0.62
H 0.166 2.485 -1.847  0.31
H 1.515 2.065 -1.296  0.30
O -3.837 -0.330 -0.568  -0.64
H -3.748 0.511 -0.952  0.30
H -3.111 -0.870 -0.833  0.32



Entry 4:
The following is a quantum chemistry calculation of a cluster of 4 separate species, C5H16O3 in total in a non-equilibrium geometry, from the OMol25 dataset.

Output
* highest occupied orbital energy: -9.3191 eV
* structure (SMILES): CC=C(C)C.O.O.O
* 2S+1: 1
* frontier orbital gap: 0.3637 hartree
* DFT total energy: -425.7756 a.u.
* strongest force on any atom: 0.0550 Eh/bohr
* ΔE to the lowest compared entry with this formula, charge and spin: 0.957 eV
* M: 124.18 g/mol
* E_LUMO: 0.577 eV

Each line ends with the Mulliken charge.
Positions of all 24 atoms, in Å:
C 1.116 0.524 0.487  -1.64
C -0.314 0.308 -0.114  -0.37
C -0.972 -0.773 0.333  1.24
C -2.436 -1.099 0.060  -1.48
C -0.491 -1.599 1.524  -1.60
H 1.173 1.581 0.741  0.53
H 1.263 -0.067 1.386  0.43
H 1.979 0.269 -0.132  0.29
H -0.620 1.007 -0.874  0.44
H -2.645 -2.055 -0.380  0.35
H -2.843 -0.307 -0.590  0.37
H -2.967 -0.961 1.014  0.35
H 0.476 -2.088 1.415  0.40
H -1.241 -2.379 1.691  0.37
H -0.442 -1.031 2.442  0.37
O -0.151 2.341 2.529  -0.68
H -0.976 2.358 2.013  0.34
H 0.011 1.393 2.509  0.29
O 1.437 2.267 -2.335  -0.61
H 2.065 2.211 -3.069  0.32
H 1.975 2.261 -1.554  0.31
O 1.788 -1.402 -3.259  -0.65
H 1.274 -0.589 -3.106  0.33
H 1.541 -2.170 -2.733  0.31



What is the formula in the third record? C5H16O2



The highest E_LUMO belongs to which entry? number 3



Number 3 is which compound? C5H16O2



Repeat the fourth record exactly.
The following is a quantum chemistry calculation of a cluster of 4 separate species, C5H16O3 in total in a non-equilibrium geometry, from the OMol25 dataset.

Output
* highest occupied orbital energy: -9.3191 eV
* structure (SMILES): CC=C(C)C.O.O.O
* 2S+1: 1
* frontier orbital gap: 0.3637 hartree
* DFT total energy: -425.7756 a.u.
* strongest force on any atom: 0.0550 Eh/bohr
* ΔE to the lowest compared entry with this formula, charge and spin: 0.957 eV
* M: 124.18 g/mol
* E_LUMO: 0.577 eV

Each line ends with the Mulliken charge.
Positions of all 24 atoms, in Å:
C 1.116 0.524 0.487  -1.64
C -0.314 0.308 -0.114  -0.37
C -0.972 -0.773 0.333  1.24
C -2.436 -1.099 0.060  -1.48
C -0.491 -1.599 1.524  -1.60
H 1.173 1.581 0.741  0.53
H 1.263 -0.067 1.386  0.43
H 1.979 0.269 -0.132  0.29
H -0.620 1.007 -0.874  0.44
H -2.645 -2.055 -0.380  0.35
H -2.843 -0.307 -0.590  0.37
H -2.967 -0.961 1.014  0.35
H 0.476 -2.088 1.415  0.40
H -1.241 -2.379 1.691  0.37
H -0.442 -1.031 2.442  0.37
O -0.151 2.341 2.529  -0.68
H -0.976 2.358 2.013  0.34
H 0.011 1.393 2.509  0.29
O 1.437 2.267 -2.335  -0.61
H 2.065 2.211 -3.069  0.32
H 1.975 2.261 -1.554  0.31
O 1.788 -1.402 -3.259  -0.65
H 1.274 -0.589 -3.106  0.33
H 1.541 -2.170 -2.733  0.31